No. 1
The following is a quantum chemistry calculation of C23H19B3Cl58O5 as an isolated structure in a non-equilibrium geometry, from the OMol25 dataset.

## Properties
Frontier orbital gap ... 10.130 eV
HOMO level ... -10.2 eV
Total energy ... -28029.7969 Ha

```
! RIJCOSX wB97M-V def2-TZVPD def2/J DEFGRID3
* xyz 0 1
C -5.8778 1.5907 3.7260
O -4.6118 2.2574 3.7605
C -4.1803 2.4516 2.4185
C -3.0648 3.5135 2.3212
C -1.6469 2.9851 2.6574
C -1.2527 1.6634 1.9538
C 0.0929 1.1713 2.6301
B -0.2955 0.0536 3.7045
O 0.0055 0.2658 5.0830
B -1.2644 0.1980 5.7266
O -1.8203 1.2902 6.3921
O -1.9394 -1.0450 5.5901
B -2.1513 -1.1605 4.1890
C -3.6619 -1.2294 3.6753
Cl -4.6490 -2.3860 4.6772
C -3.8388 -1.4620 2.1378
C -2.9881 -2.6111 1.5739
Cl -5.5969 -1.9392 1.8417
O -0.9972 -1.1364 3.3768
H -6.6824 2.2826 3.4247
H -5.8150 0.8025 2.9480
H -6.0941 1.1191 4.6938
H -5.0458 2.8474 1.8449
H -3.9228 1.4912 1.9357
H -3.1232 3.9944 1.3232
H -3.3088 4.3136 3.0445
H -1.5046 2.8586 3.7459
H -0.9190 3.7438 2.3264
H -1.0962 1.7640 0.8700
H -1.9814 0.8507 2.1103
H 0.5619 1.9823 3.2092
H 0.8038 0.7710 1.8776
H -1.9079 2.0008 5.7506
H -4.1015 -0.2350 3.8933
H -3.7274 -0.5396 1.5525
H -3.3672 -2.9922 0.6150
H -2.8400 -3.4291 2.2904
H -1.9888 -2.1967 1.3501
C -1.8471 7.1086 0.3542
Cl -1.9236 7.9069 -1.2244
Cl -3.4486 6.4904 0.7797
Cl -0.6907 5.7667 0.2814
Cl -1.3246 8.2641 1.5896
C 0.8433 -1.0234 -1.1665
Cl 0.3497 -1.0654 0.5337
Cl 0.6294 0.6152 -1.8041
Cl 2.5487 -1.4863 -1.2626
Cl -0.1607 -2.1557 -2.0997
C -5.3441 8.8828 3.7838
Cl -4.3326 9.6162 2.5258
Cl -7.0079 9.4663 3.6195
Cl -5.3225 7.1197 3.6115
Cl -4.7103 9.3259 5.3764
C 0.0540 -5.8607 1.0230
Cl 0.6006 -6.4258 2.6143
Cl 0.4202 -4.1363 0.8486
Cl 0.8900 -6.7760 -0.2419
Cl -1.6920 -6.1123 0.8746
C 2.9644 -1.9208 -5.7849
Cl 4.3123 -3.0518 -5.6069
Cl 2.1721 -2.1798 -7.3465
Cl 1.8165 -2.1925 -4.4661
Cl 3.5759 -0.2588 -5.6993
C 6.5266 -6.2422 -6.9349
Cl 5.5477 -7.5408 -6.2347
Cl 6.8699 -5.0214 -5.6948
Cl 8.0670 -6.9019 -7.5017
Cl 5.6485 -5.4940 -8.2756
C 7.6545 -2.8774 -2.4107
Cl 8.8105 -2.1827 -3.5585
Cl 6.0057 -2.4786 -2.9246
Cl 7.8479 -4.6362 -2.3726
Cl 7.9489 -2.2133 -0.7961
C -2.0005 10.0106 -4.7476
Cl -2.8943 11.4795 -4.3274
Cl -1.9344 9.8408 -6.5084
Cl -0.3557 10.1137 -4.1003
Cl -2.8187 8.6028 -4.0483
C 1.0106 0.9288 -10.2053
Cl 0.0789 2.4019 -10.5169
Cl 1.8756 1.0879 -8.6694
Cl -0.0874 -0.4584 -10.1195
Cl 2.1764 0.6780 -11.5146
C -3.0174 6.0781 7.1470
Cl -2.0200 6.7577 5.8487
Cl -4.6657 6.7106 7.0185
Cl -3.0511 4.3124 7.0012
Cl -2.3313 6.5272 8.7161
C 6.5905 -1.8319 -9.7508
Cl 6.4222 -3.1204 -10.9556
Cl 5.0831 -0.9055 -9.6643
Cl 6.9329 -2.5448 -8.1680
Cl 7.9188 -0.7576 -10.2187
C -6.4327 -5.7399 6.3609
Cl -7.8845 -6.5052 7.0276
Cl -4.9925 -6.4811 7.0766
Cl -6.4003 -5.9619 4.6047
Cl -6.4520 -4.0098 6.7331
C 9.3365 -8.4939 -2.4525
Cl 9.6109 -10.2411 -2.5331
Cl 8.6471 -7.9175 -3.9765
Cl 8.2015 -8.1337 -1.1409
Cl 10.8731 -7.6650 -2.1580
C 4.8161 -4.1991 1.5199
Cl 3.3880 -5.0030 2.1907
Cl 6.2822 -4.9055 2.2193
Cl 4.8398 -4.4139 -0.2388
Cl 4.7539 -2.4696 1.9002
*
```

Results of the Mulliken charge analysis, in e, for atoms 1 through 99: -0.953 -0.249 -0.110 -0.414 -0.468 1.233 -1.163 0.218 -0.541 1.050 -0.617 -0.417 -0.319 0.518 0.002 0.940 -0.941 -0.190 0.592 0.332 0.378 0.266 0.502 -0.105 0.096 0.229 0.083 0.200 0.465 -1.018 0.391 0.044 0.241 -0.479 -0.199 0.473 0.198 -0.130 0.273 -0.011 -0.059 -0.083 -0.094 0.174 -0.051 -0.116 0.052 -0.102 0.280 -0.075 -0.098 -0.028 -0.077 0.132 -0.119 0.229 -0.094 -0.106 0.049 0.121 -0.077 0.017 -0.135 0.160 -0.083 0.072 -0.087 -0.050 0.043 -0.102 0.093 0.049 -0.081 0.369 -0.091 -0.095 -0.094 -0.099 0.303 -0.102 -0.026 -0.096 -0.091 0.289 -0.069 -0.074 -0.072 -0.095 0.181 -0.108 -0.003 0.032 -0.102 0.356 -0.105 -0.102 -0.083 -0.087 0.261


No. 2
The following is a quantum chemistry calculation of C23H19BrCl3N2O4Pt as an isolated structure in a non-equilibrium geometry, from the OMol25 dataset.

## Properties
Frontier orbital gap (alpha / beta) ... 7.800 / 5.701 eV
Expectation value of S² ... 6.06
HOMO level (alpha / beta) ... -16.8 / -17.4 eV
Total energy ... -5371.0621 Ha

```
! RIJCOSX wB97M-V def2-TZVPD def2/J DEFGRID3
* xyz 3 5
Pt 12.8097 14.5214 7.1038
C 14.4446 16.6101 4.8153
C 14.3637 16.4049 6.3317
C 13.2802 16.9861 7.0506
C 12.9278 16.5949 8.3601
C 13.6748 15.5320 9.0461
C 14.7339 14.9159 8.3405
C 15.0543 15.3284 6.9609
H 13.6587 17.2223 4.4818
H 14.4451 15.6662 4.3176
H 15.4237 17.0080 4.6505
H 12.5397 17.6701 6.5245
H 12.0329 16.9555 8.8026
H 13.1769 15.0570 9.8136
H 15.2402 14.1144 8.8157
H 15.7984 14.8155 6.3728
C 9.6977 17.5332 6.9272
O 10.1405 16.2103 6.9471
C 9.2445 15.2958 6.7417
C 8.0061 15.4849 6.1636
C 7.1333 14.4401 5.8968
Br 5.5306 14.7169 4.9670
C 7.5214 13.1777 6.2753
C 8.7558 12.8480 6.8933
C 9.6823 13.9733 7.0099
O 10.9205 13.6447 7.4025
C 9.0020 11.5290 7.2519
N 8.0669 10.5122 7.1703
C 8.7439 9.4032 7.5734
C 8.0662 8.0421 7.5646
C 8.9425 7.1048 7.9506
C 10.2822 7.4028 8.4127
C 10.9270 8.6909 8.2415
C 10.0417 9.6895 7.8530
N 10.2189 11.0036 7.6757
H 9.7628 18.0277 5.9565
H 10.3886 18.0820 7.5135
H 8.6893 17.5482 7.4109
H 7.7430 16.5012 5.8799
H 6.8447 12.3876 5.9103
H 13.2261 12.2645 3.1925
H 7.0611 7.9671 7.2143
H 8.7540 6.0583 8.0183
H 10.8995 6.6599 8.7494
H 11.9508 8.7092 8.4704
H 11.0655 11.5580 7.8348
Cl 13.7016 11.3956 7.7026
C 14.2221 11.0040 6.0190
Cl 15.9442 11.3027 5.8591
Cl 13.8315 9.2841 5.7413
C 13.4891 11.9460 5.0086
O 13.4665 11.5312 3.8038
O 12.9889 13.0260 5.3190
*
```

Want to see where the charge sits? The Mulliken charges in e are: 1.604 -1.480 0.947 -0.305 -0.302 -0.878 -0.635 -0.283 0.448 0.324 0.414 0.256 0.408 0.517 0.524 0.612 -1.199 -0.234 -0.188 -0.026 -0.912 0.009 -0.266 -0.018 1.653 -1.257 0.351 -0.586 0.674 -0.799 -0.496 -0.666 -0.609 0.736 0.376 0.346 0.362 0.632 0.581 0.505 0.438 0.531 0.439 0.511 0.516 -0.042 -0.155 0.542 -0.030 -0.046 0.145 -0.405 -0.583


No. 3
The following is a quantum chemistry calculation of one molecule with the formula C23H19BrN2O3, from the OMol25 dataset.

## Properties
Frontier orbital gap ... 7.427 eV
HOMO level ... -7.4 eV
Total energy ... -3797.1687 Ha
Energy relative to the best compared isomer or geometry (same formula, charge and spin) ... 0.0 kJ/mol
Structure (SMILES) ... CCn1c2ccccc2c2cc(NC(=O)COC(=O)c3ccccc3Br)ccc21

```
! RIJCOSX wB97M-V def2-TZVPD def2/J DEFGRID3
* xyz 0 1
C 5.2648 -0.4379 0.4814
C 4.7298 -1.6008 -0.3541
N 3.4398 -2.0369 0.1069
C 3.2120 -2.9683 1.0928
C 4.1150 -3.7435 1.8078
C 3.6108 -4.6243 2.7450
C 2.2413 -4.7381 2.9759
C 1.3367 -3.9686 2.2726
C 1.8197 -3.0758 1.3250
C 1.1887 -2.1404 0.4388
C -0.1372 -1.7982 0.2162
C -0.4116 -0.8262 -0.7330
N -1.7171 -0.4084 -1.0406
C -2.8763 -0.7663 -0.4549
O -3.0184 -1.5619 0.4474
C -4.0947 -0.0457 -1.0759
O -4.1528 1.3356 -0.7280
C -3.4485 2.1979 -1.4637
O -2.7305 1.8540 -2.3766
C -3.6548 3.5985 -1.0286
C -4.3306 3.8571 0.1664
C -4.5309 5.1502 0.6040
C -4.0605 6.2156 -0.1497
C -3.3890 5.9819 -1.3346
C -3.1818 4.6815 -1.7725
Br -2.2567 4.4644 -3.4086
C 0.6253 -0.2070 -1.4447
C 1.9466 -0.5379 -1.2314
C 2.2314 -1.5141 -0.2854
H 6.2392 -0.1269 0.1139
H 4.5829 0.4076 0.4281
H 5.3610 -0.7369 1.5226
H 5.4202 -2.4472 -0.3034
H 4.6403 -1.2996 -1.4015
H 5.1799 -3.6661 1.6457
H 4.2944 -5.2380 3.3135
H 1.8886 -5.4389 3.7179
H 0.2755 -4.0529 2.4503
H -0.9334 -2.2714 0.7646
H -1.7703 0.2807 -1.7870
H -4.0732 -0.1522 -2.1665
H -5.0034 -0.4871 -0.6641
H -4.6893 3.0215 0.7457
H -5.0526 5.3295 1.5312
H -4.2147 7.2301 0.1845
H -3.0190 6.8039 -1.9281
H 0.3770 0.5501 -2.1751
H 2.7263 -0.0426 -1.7898
*
```

Want to see where the charge sits? The natural (NBO) charges in e are: -0.615 -0.202 -0.381 0.235 -0.274 -0.199 -0.249 -0.164 -0.128 -0.001 -0.226 0.119 -0.607 0.646 -0.602 -0.163 -0.492 0.785 -0.617 -0.155 -0.157 -0.224 -0.167 -0.247 -0.048 0.103 -0.229 -0.237 0.143 0.211 0.212 0.213 0.205 0.204 0.210 0.211 0.212 0.216 0.252 0.433 0.208 0.223 0.238 0.222 0.222 0.233 0.214 0.214


No. 4
The following is a quantum chemistry calculation of C23H19BrN2O4STi as an isolated structure, from the OMol25 dataset.

## Properties
Frontier orbital gap (alpha / beta) ... 6.985 / 6.840 eV
Expectation value of S² ... 0.77
HOMO level (alpha / beta) ... -11.3 / -11.6 eV
Total energy ... -5119.8269 Ha

```
! RIJCOSX wB97M-V def2-TZVPD def2/J DEFGRID3
* xyz 1 2
Ti 1.0761 0.0559 0.1002
O 0.2804 2.0139 -1.1238
C 0.4333 3.3375 -0.7507
C -0.3980 4.3270 -1.2370
C -0.1914 5.6385 -0.8306
C 0.8305 5.9518 0.0527
C 1.6500 4.9428 0.5354
C 1.4636 3.6262 0.1362
C 2.3325 2.5201 0.6627
O 1.5784 1.4440 1.1473
N 3.2043 1.9386 -0.3889
N 2.6847 0.8478 -0.9430
C 3.1857 0.3291 -2.1135
C 2.6430 -0.7953 -2.5476
Br -0.9770 -0.6711 -0.9254
C 2.1131 -1.9114 -2.9663
C 2.5718 -3.2653 -2.6162
C 3.8050 -3.4873 -2.0041
C 4.1876 -4.7721 -1.6642
C 3.3437 -5.8443 -1.9305
C 2.1182 -5.6300 -2.5437
C 1.7345 -4.3437 -2.8899
H -0.5554 1.8735 -1.5901
H -1.1978 4.0814 -1.9257
H -0.8393 6.4176 -1.2084
H 0.9815 6.9735 0.3706
H 2.4386 5.1749 1.2415
H 2.9809 2.9018 1.4534
H 3.7325 2.5655 -0.9874
H 3.9763 0.8528 -2.6421
H 1.2284 -1.8483 -3.5968
H 4.4676 -2.6533 -1.8048
H 5.1478 -4.9425 -1.1958
H 3.6472 -6.8481 -1.6651
H 1.4630 -6.4636 -2.7572
H 0.7787 -4.1732 -3.3706
O -1.0925 0.8368 6.0001
C 0.1256 1.0746 5.4834
O 0.8150 1.9558 5.9037
C 0.5773 0.2021 4.3438
C 1.9657 0.0094 4.2076
C 2.4727 -0.6846 3.1441
C 1.5981 -1.2035 2.1683
S 2.2229 -1.8238 0.6396
C 0.2186 -1.0672 2.3342
C -0.2879 -0.3450 3.4268
H -1.4634 0.0117 5.6646
H 2.6208 0.4482 4.9482
H 3.5403 -0.8042 3.0171
H -0.4588 -1.5809 1.6651
H -1.3598 -0.2140 3.5139
*
```

Want to see where the charge sits? The natural (NBO) charges in e are: 1.274 -0.693 0.282 -0.260 -0.157 -0.217 -0.182 -0.088 0.229 -0.707 -0.342 -0.274 -0.164 0.156 -0.296 -0.251 -0.014 -0.221 -0.189 -0.184 -0.200 -0.201 0.526 0.227 0.234 0.235 0.226 0.215 0.401 0.233 0.254 0.217 0.224 0.227 0.228 0.219 -0.646 0.766 -0.530 -0.139 -0.141 -0.134 -0.213 0.047 -0.287 -0.162 0.487 0.254 0.232 0.270 0.231